The following is a quantum chemistry calculation of the ion C4H9N2S with charge +1, from OMol25.

XYZ file:
```
16
Properties=species:S:1:pos:R:3:forces:R:3
H 2.9289 1.2922 -0.5467 -0.4 0.5 0.7
H -3.0821 -1.3245 0.3994 3.1 0.4 0.8
N 1.1200 1.1539 0.4613 -0.5 -0.5 0.6
C -0.2371 -0.3097 -0.9208 1.1 -0.6 -1.7
H -1.2309 -2.0591 0.3762 -1.7 2.0 0.6
H 1.8444 -0.5344 -0.5504 1.3 -0.7 -0.8
S -2.2539 1.4208 0.0041 1.4 -0.8 -0.6
H -1.7659 -0.9411 1.7737 -0.3 0.0 -1.1
C -1.9094 -1.1370 0.6780 -1.0 -1.5 -0.6
C 2.1643 1.7539 0.1378 1.7 1.9 -0.2
H 0.8121 -0.9114 0.9459 0.7 1.5 -2.0
N -1.4473 0.0790 -0.1351 -0.7 -2.0 0.5
H 2.3512 2.8097 0.5403 -0.3 -1.5 -0.8
C 1.0190 -0.2016 0.0054 -3.0 -0.6 2.3
H -0.1241 0.3275 -1.8316 -0.2 -0.1 1.0
H -0.1894 -1.4182 -1.3375 -1.1 2.2 1.1
```
Positions in Å, forces in eV/Å.

The total charge is +1.


The following is a quantum chemistry calculation of the ion C4H9N2S with charge +1, from OMol25.

XYZ file:
```
16
Properties=species:S:1:pos:R:3:forces:R:3
C 2.4484 0.0501 0.5434 -0.3 0.6 -0.9
H 1.0074 -2.6924 0.3012 0.9 -2.4 0.8
C -0.6148 -1.3466 0.1100 1.7 1.6 -1.3
H -2.9218 -0.3056 0.5077 -0.9 -0.5 1.7
H 3.8689 1.3116 1.4737 -0.5 0.1 1.4
H 3.9025 1.0412 -0.0986 2.6 0.9 -3.6
H -2.6290 1.1390 -0.4128 -0.8 1.6 -0.3
N -1.0557 -0.1349 -0.3389 -0.1 -1.8 1.7
S 1.8392 -0.7856 -0.8485 1.4 0.8 0.2
C -2.5081 0.1077 -0.3469 1.9 -2.3 -3.2
H -0.4635 0.4354 -0.8899 0.4 0.5 -0.5
H -2.8306 -0.5252 -1.2411 -0.5 1.5 1.0
N 3.4286 0.8868 0.6939 -1.7 -1.4 0.8
C 0.7318 -1.7646 -0.0058 -4.2 1.9 -0.2
H -1.4771 -1.8649 0.5237 0.8 -0.7 0.3
H 1.7442 -0.1074 1.2891 -0.6 -0.4 2.1
```
Positions in Å, forces in eV/Å.

The total charge is +1.


The following is a quantum chemistry calculation of the ion C4H9N2S with charge +1, from OMol25.

XYZ file:
```
16
Properties=species:S:1:pos:R:3:forces:R:3
H 0.7421 -2.0442 1.0743 -1.1 -0.2 0.0
C -0.1055 -1.5198 0.5754 3.3 1.9 0.5
H -2.1136 1.8466 0.2710 -0.4 -0.1 -0.1
N -1.6005 1.0034 0.0821 -0.7 -2.1 0.5
H 1.3844 2.1501 -0.5150 -0.6 0.3 0.4
H -1.3319 -1.5830 -1.1207 1.1 -0.6 -0.8
C 0.5232 -0.1635 0.2461 1.5 1.8 1.4
S 2.2980 0.0771 -0.0742 -1.3 -0.3 0.1
C -0.3072 -1.8489 -0.7987 -3.5 -1.7 -0.8
H -0.9805 -1.3653 1.1589 -0.6 -0.3 0.7
N 0.4143 2.1795 -0.2010 -2.9 2.8 -0.2
H 0.5119 -2.1580 -1.3628 0.7 -0.5 -1.3
C -0.2745 1.0490 0.0461 2.6 -0.9 -0.1
H -0.1709 3.1191 -0.2719 2.1 -2.7 -0.1
H -2.0538 0.0433 0.2188 0.7 2.5 -0.1
H 3.0644 -0.7853 0.6717 -1.1 0.0 -0.1
```
Positions in Å, forces in eV/Å.

The total charge is +1. The multiplicity is 3.


Record-wise molecular weight values, in g mol⁻¹: 117.2; 117.2; 117.2
Record-wise ΔE to the lowest compared entry with this formula, charge and spin values, in kJ/mol: 450.3; 242.0; 0.0